Computed, not measured: a structure of composition C43H40GeN4O5SSn, with ωB97M-V/def2-TZVPD.

Calculated values
- orbital gap (eV) = 5.589
- E (Eh) = -4947.30455
- net charge = -2
- E_LUMO (eV) = 4.13

```
95
C43H40GeN4O5SSn | the Open Molecules 2025 dataset | ωB97M-V/def2-TZVPD
Sn 0.278 0.258 1.905
O 0.510 4.673 1.818
C 0.678 3.527 2.231
O -0.020 2.505 1.863
C 1.767 3.322 3.310
C 1.303 2.410 4.466
C 2.056 2.805 5.746
C 3.485 2.330 5.384
C 3.234 1.611 4.038
O 1.891 1.145 4.175
C 3.121 2.655 2.910
C 3.275 1.966 1.531
O 3.925 2.584 0.683
O 2.772 0.800 1.395
H 1.965 4.325 3.688
H 0.223 2.318 4.564
H 1.663 2.241 6.593
H 1.990 3.870 5.967
H 3.884 1.640 6.130
H 4.188 3.154 5.260
H 3.906 0.785 3.821
H 3.921 3.394 2.940
C -1.911 -1.023 -0.166
N -1.760 -0.984 1.296
C -2.672 -1.261 2.151
C -2.441 -0.988 3.527
C -3.240 -1.233 4.654
C -2.534 -0.721 5.742
C -1.350 -0.185 5.214
N -1.290 -0.345 3.888
C -3.064 -0.122 -0.558
C -4.212 -0.613 -1.169
C -5.283 0.229 -1.451
C -5.224 1.571 -1.107
C -4.081 2.070 -0.491
C -3.013 1.234 -0.218
H -2.135 -2.061 -0.469
H 0.132 -1.440 -0.668
H -3.635 -1.697 1.852
H -4.202 -1.728 4.665
H -2.829 -0.711 6.782
H -0.540 0.293 5.750
H -4.277 -1.668 -1.414
H -6.171 -0.168 -1.930
H -6.064 2.222 -1.321
H -4.017 3.120 -0.231
H -2.127 1.617 0.275
C 1.971 -5.694 2.046
N 2.291 -4.367 1.596
C 2.526 -3.997 0.277
C 2.704 -2.664 0.264
N 2.580 -2.227 1.564
C 2.322 -3.260 2.403
S 2.118 -3.241 4.056
H 2.875 -6.287 2.205
H 1.338 -6.185 1.306
H 1.444 -5.612 2.994
H 2.546 -4.717 -0.523
H 2.882 -1.985 -0.552
H 2.633 -1.247 1.831
C -0.536 -0.562 -0.683
Ge -0.435 -0.068 -2.559
C -1.112 1.614 -3.393
C -2.458 1.864 -3.653
C -2.864 3.017 -4.310
C -1.925 3.954 -4.718
C -0.580 3.725 -4.468
C -0.183 2.569 -3.809
C -1.064 -1.528 -3.791
C -0.424 -2.766 -3.696
C -0.913 -3.892 -4.341
C -2.078 -3.810 -5.094
C -2.724 -2.588 -5.213
C -2.217 -1.463 -4.574
C 1.512 -0.005 -2.932
C 2.381 0.483 -1.958
C 3.749 0.579 -2.199
C 4.267 0.175 -3.422
C 3.420 -0.337 -4.393
C 2.058 -0.422 -4.147
H -3.212 1.160 -3.321
H -3.919 3.192 -4.493
H -2.241 4.862 -5.220
H 0.163 4.450 -4.779
H 0.868 2.407 -3.605
H 0.475 -2.842 -3.089
H -0.391 -4.839 -4.256
H -2.482 -4.692 -5.576
H -3.628 -2.509 -5.807
H -2.727 -0.514 -4.688
H 1.984 0.786 -0.996
H 4.390 0.980 -1.424
H 5.329 0.264 -3.622
H 3.818 -0.669 -5.346
H 1.397 -0.821 -4.912
```

Here are the Mulliken charges for atoms 1 to 2, given in e: atom 1 (Sn): 1.875, atom 2 (O): -0.773

---

Computed, not measured: a structure of composition C43H40N3O8ReS, with ωB97M-V/def2-TZVPD.

Calculated values
- orbital gap (alpha / beta) (eV) = 5.473 / 6.438
- E (Eh) = -2905.35967
- expectation value of S² = 3.789
- net charge = -1
- E_LUMO (alpha / beta) (eV) = 2.30 / 2.22
- multiplicity = 4

```
96
C43H40N3O8ReS | the Open Molecules 2025 dataset | ωB97M-V/def2-TZVPD
Re -0.484 -0.386 -0.283
C 4.864 -2.262 4.632
C 3.561 -1.633 4.213
C 2.960 -1.979 3.006
C 1.733 -1.451 2.641
C 1.100 -0.566 3.503
C 1.691 -0.184 4.695
C 2.924 -0.713 5.042
S -0.557 -0.025 3.110
O -1.350 -1.214 2.988
O -0.952 0.924 4.122
N -0.471 0.665 1.624
C -0.015 1.977 1.525
C 0.798 2.643 2.469
C 1.205 3.933 2.223
C 0.834 4.571 1.043
C 0.018 3.870 0.186
N -0.411 2.634 0.424
H 4.998 -3.228 4.146
H 4.892 -2.409 5.712
H 5.711 -1.628 4.360
H 3.448 -2.686 2.345
H 1.258 -1.713 1.701
H 1.173 0.508 5.348
H 3.389 -0.420 5.977
H 1.104 2.147 3.370
H 1.825 4.440 2.952
H 1.168 5.573 0.811
H -0.330 4.310 -0.744
C 6.711 0.599 -3.061
O 5.758 0.867 -2.055
C 4.448 0.692 -2.376
C 3.995 0.499 -3.690
C 2.650 0.324 -3.904
C 1.706 0.284 -2.866
C 0.325 -0.010 -3.154
C -0.279 0.327 -4.492
O -0.472 -0.522 -2.342
C 2.175 0.488 -1.518
O 1.412 0.532 -0.487
C 3.554 0.711 -1.332
H 7.683 0.631 -2.574
H 6.688 1.350 -3.857
H 6.563 -0.391 -3.503
H 4.671 0.469 -4.532
H 2.328 0.164 -4.923
H 0.427 0.233 -5.312
H -0.632 1.359 -4.458
H -1.135 -0.322 -4.668
H 3.911 0.869 -0.323
O -2.044 1.277 -1.022
C -3.382 1.038 -0.595
C -3.515 -0.519 -0.339
O -4.620 -1.025 -0.329
O -2.405 -1.156 -0.166
C -4.336 1.431 -1.711
C -3.868 1.712 -2.987
C -4.753 2.031 -4.009
C -6.117 2.056 -3.768
C -6.591 1.757 -2.497
C -5.710 1.453 -1.473
C -3.746 1.805 0.675
C -3.888 3.190 0.588
C -4.300 3.925 1.686
C -4.580 3.284 2.884
C -4.417 1.913 2.983
C -3.993 1.175 1.886
H -1.592 2.002 -0.510
H -2.802 1.683 -3.169
H -4.376 2.251 -5.001
H -6.809 2.304 -4.563
H -7.657 1.749 -2.303
H -6.081 1.231 -0.484
H -3.691 3.690 -0.354
H -4.421 4.999 1.602
H -4.925 3.853 3.739
H -4.606 1.403 3.917
H -3.858 0.108 1.986
C -1.440 -3.927 1.173
C -0.178 -4.335 0.487
C 0.201 -5.666 0.459
C 1.326 -6.104 -0.228
C 2.091 -5.178 -0.923
C 1.768 -3.835 -0.914
C 2.575 -2.839 -1.695
C 0.628 -3.353 -0.186
N 0.420 -2.029 -0.154
H -1.873 -4.759 1.729
H -2.164 -3.576 0.438
H -1.278 -3.091 1.845
H -0.409 -6.394 0.986
H 1.590 -7.155 -0.234
H 2.960 -5.513 -1.481
H 3.384 -3.328 -2.240
H 2.989 -2.072 -1.036
H 1.930 -2.319 -2.406
```

Here are the Mulliken charges for atoms 1 to 2, given in e: atom 1 (Re): 1.731, atom 2 (C): -1.521

---

Computed, not measured: a structure of composition C43H40N4O5PS2Se2Ta, with ωB97M-V/def2-TZVPD.

Calculated values
- orbital gap (eV) = 6.563
- E (Eh) = -8255.58829
- net charge = 0
- E_LUMO (eV) = -1.18

```
98
C43H40N4O5PS2Se2Ta | the Open Molecules 2025 dataset | ωB97M-V/def2-TZVPD
Ta 0.642 0.067 -0.112
S 2.265 -0.536 -3.406
C 3.031 -1.990 -2.757
C 3.356 -3.025 -3.630
C 3.989 -4.164 -3.162
C 4.292 -4.273 -1.812
C 3.958 -3.254 -0.936
C 3.320 -2.102 -1.395
S 3.000 -0.814 -0.236
H 3.105 -2.914 -4.677
H 4.242 -4.963 -3.847
H 4.787 -5.158 -1.432
H 4.194 -3.328 0.118
Se -1.901 0.381 0.210
P -2.754 -0.454 -1.723
Se 0.256 -0.745 -2.479
C -3.136 1.092 -2.630
C -2.711 1.185 -3.952
C -2.946 2.343 -4.684
C -3.607 3.411 -4.098
C -4.033 3.325 -2.777
C -3.799 2.172 -2.047
C -4.406 -0.998 -1.160
C -5.570 -0.687 -1.859
C -6.772 -1.294 -1.522
C -6.822 -2.224 -0.494
C -5.667 -2.531 0.213
C -4.468 -1.922 -0.116
H -2.187 0.349 -4.400
H -2.608 2.409 -5.711
H -3.794 4.310 -4.671
H -4.543 4.163 -2.319
H -4.120 2.104 -1.014
H -5.539 0.032 -2.669
H -7.672 -1.043 -2.069
H -7.757 -2.710 -0.245
H -5.695 -3.256 1.017
H -3.568 -2.159 0.438
O 1.324 4.445 4.699
C 0.233 3.860 5.164
O -0.286 4.218 6.192
C -0.362 2.726 4.391
C -1.474 2.068 4.859
N -1.756 1.096 3.973
N -0.920 1.063 2.950
C -0.056 2.042 3.171
C 1.022 2.245 2.176
O 1.927 3.034 2.366
O 0.969 1.510 1.088
H 1.649 4.017 3.871
H -2.043 2.248 5.754
H -2.524 0.445 3.988
C 0.550 3.073 -3.660
N 1.940 3.243 -3.264
C 2.811 4.119 -4.026
C 4.214 3.547 -3.990
C 4.651 3.470 -2.543
N 3.634 2.830 -1.718
C 4.103 2.353 -0.432
C 2.357 2.641 -2.116
O 1.528 1.958 -1.480
H 0.429 3.456 -4.671
H -0.130 3.605 -2.990
H 0.273 2.022 -3.644
H 2.806 5.134 -3.609
H 2.438 4.173 -5.047
H 4.907 4.162 -4.563
H 4.191 2.544 -4.421
H 4.861 4.473 -2.153
H 5.570 2.886 -2.458
H 4.583 1.376 -0.521
H 3.279 2.283 0.262
H 4.823 3.072 -0.039
C 1.257 -2.939 6.474
C 1.063 -3.758 5.369
C 1.044 -3.224 4.091
C 1.230 -1.854 3.894
C 1.459 -1.047 5.011
C 1.457 -1.578 6.291
C 1.222 -1.206 2.569
C 0.496 -1.491 1.478
C -0.492 -2.590 1.415
C -0.423 -3.534 0.391
C -1.342 -4.573 0.320
C -2.349 -4.681 1.268
C -2.440 -3.732 2.280
C -1.528 -2.691 2.345
H 1.259 -3.360 7.471
H 0.928 -4.824 5.504
H 0.903 -3.870 3.235
H 1.635 0.015 4.871
H 1.618 -0.929 7.142
H 1.902 -0.357 2.528
H 0.371 -3.461 -0.345
H -1.265 -5.298 -0.480
H -3.062 -5.493 1.210
H -3.226 -3.806 3.022
H -1.602 -1.951 3.132
```

Here are the Mulliken charges for atoms 1 to 2, given in e: atom 1 (Ta): 0.330, atom 2 (S): -0.359

---

Computed, not measured: a structure of composition C43H41ClMoN7O5SSbSe4, with ωB97M-V/def2-TZVPD.

Calculated values
- orbital gap (eV) = 4.864
- E (Eh) = -13195.32416
- net charge = 0
- E_LUMO (eV) = -2.23

```
104
C43H41ClMoN7O5SSbSe4 | the Open Molecules 2025 dataset | ωB97M-V/def2-TZVPD
Mo -1.493 -0.933 -1.235
O -0.401 0.388 -1.950
C -0.444 1.450 -2.774
C 0.748 2.002 -3.222
C 0.701 3.012 -4.162
C -0.523 3.512 -4.617
C -1.696 3.002 -4.107
C -1.675 1.952 -3.183
C -2.926 1.445 -2.647
N -3.018 0.482 -1.820
N -4.317 0.211 -1.364
C -4.266 -0.756 -0.515
O -3.108 -1.331 -0.219
C -5.467 -1.206 0.203
C -5.363 -1.732 1.485
C -6.505 -2.145 2.156
C -7.744 -2.052 1.534
C -7.843 -1.532 0.250
C -6.708 -1.103 -0.416
H 1.688 1.603 -2.862
H 1.628 3.421 -4.545
H -0.549 4.293 -5.365
H -2.654 3.401 -4.421
H -3.859 1.916 -2.944
H -4.395 -1.800 1.963
H -6.426 -2.537 3.163
H -8.634 -2.387 2.051
H -8.808 -1.462 -0.235
H -6.768 -0.700 -1.418
O 1.518 -3.259 0.425
C 0.401 -3.194 -0.007
O -0.087 -2.064 -0.540
C -0.549 -4.349 -0.041
C -0.143 -5.573 0.462
C -1.016 -6.640 0.331
C -2.244 -6.438 -0.273
C -2.574 -5.162 -0.719
N -1.736 -4.133 -0.604
H 0.833 -5.672 0.916
H -0.730 -7.624 0.682
H -2.939 -7.254 -0.423
H -3.524 -4.962 -1.201
C 2.804 2.523 5.466
C 1.453 3.021 4.928
C 0.344 2.353 5.755
C 1.379 4.534 5.164
C 1.245 2.693 3.415
O -0.127 2.902 3.059
C 2.031 3.587 2.431
C 3.567 3.641 2.382
C 4.247 2.381 1.907
C 5.191 1.727 2.685
C 5.816 0.568 2.238
C 5.487 0.055 0.999
Cl 6.255 -1.400 0.441
C 4.562 0.700 0.190
C 3.960 1.860 0.646
C 1.490 1.174 3.170
N 0.433 0.529 2.398
C 0.100 0.713 1.131
N -1.004 0.031 0.855
C -1.297 -0.582 2.043
N -0.459 -0.297 3.005
H 2.872 2.775 6.527
H 3.654 2.988 4.969
H 2.917 1.440 5.384
H 0.533 2.535 6.816
H 0.305 1.272 5.608
H -0.641 2.748 5.511
H 1.366 4.734 6.236
H 0.473 4.987 4.748
H 2.240 5.055 4.739
H -0.381 3.786 3.344
H 1.672 4.607 2.586
H 1.670 3.298 1.439
H 3.978 3.945 3.343
H 3.820 4.441 1.680
H 5.452 2.123 3.661
H 6.553 0.065 2.851
H 4.320 0.296 -0.784
H 3.252 2.373 0.000
H 1.520 0.634 4.106
H 2.425 1.013 2.645
H 0.661 1.313 0.432
H -2.129 -1.252 2.170
S 1.256 -0.114 -6.936
C -0.076 -0.590 -5.931
N 0.233 -1.052 -4.768
C 1.616 -1.083 -4.599
C 2.274 -1.567 -3.466
C 3.652 -1.566 -3.454
C 4.385 -1.057 -4.538
C 3.746 -0.566 -5.658
C 2.348 -0.597 -5.683
H -1.096 -0.527 -6.299
H 1.701 -1.946 -2.629
H 4.176 -1.977 -2.602
H 5.467 -1.057 -4.497
H 4.310 -0.179 -6.498
Se -3.107 -2.453 -6.693
Sb -3.047 -3.920 -4.800
Se -5.011 -4.159 -3.445
Se -1.294 -5.515 -4.528
Se -1.924 -2.060 -3.090
```

Here are the Mulliken charges for atoms 1 to 2, given in e: atom 1 (Mo): -0.413, atom 2 (O): 0.523

---

Computed, not measured: a structure of composition C43H42Br2F4N5O3PV, with ωB97M-V/def2-TZVPD.

Calculated values
- orbital gap (alpha / beta) (eV) = 7.303 / 6.972
- E (Eh) = -8995.59054
- expectation value of S² = 3.760
- net charge = +2
- E_LUMO (alpha / beta) (eV) = -4.91 / -5.24
- multiplicity = 4

```
101
C43H42Br2F4N5O3PV | the Open Molecules 2025 dataset | ωB97M-V/def2-TZVPD
V 0.003 -0.716 -1.126
C -0.073 -2.284 1.528
N -0.866 -2.265 0.297
C -2.276 -2.126 0.680
C -0.735 -3.575 -0.372
C 0.346 -3.554 -1.436
N 0.154 -2.443 -2.376
C -1.166 -2.468 -3.010
C 1.144 -2.618 -3.445
H -0.493 -2.995 2.253
H -0.054 -1.289 1.973
H 0.947 -2.588 1.299
H -2.638 -3.041 1.159
H -2.903 -1.930 -0.189
H -2.403 -1.314 1.388
H -1.685 -3.843 -0.843
H -0.506 -4.357 0.364
H 0.328 -4.516 -1.966
H 1.336 -3.440 -0.983
H -1.395 -3.459 -3.419
H -1.160 -1.754 -3.835
H -1.947 -2.180 -2.305
H 1.046 -3.619 -3.880
H 2.154 -2.503 -3.052
H 0.987 -1.899 -4.247
F 5.518 2.769 -4.136
C 4.829 2.002 -3.313
C 5.426 1.424 -2.192
F 6.712 1.605 -1.944
C 4.661 0.651 -1.318
F 5.302 0.087 -0.301
C 3.293 0.432 -1.491
P 2.253 -0.492 -0.248
C 3.293 -1.983 -0.069
C 3.348 -2.659 1.151
C 3.969 -3.892 1.238
C 4.548 -4.463 0.116
C 4.547 -3.773 -1.087
C 3.921 -2.543 -1.180
C 2.536 0.362 1.350
C 3.752 0.290 2.034
C 3.933 1.001 3.207
C 2.906 1.766 3.734
C 1.672 1.780 3.102
C 1.485 1.075 1.925
C 2.747 0.955 -2.662
Br 0.962 0.615 -3.166
C 3.483 1.733 -3.548
F 2.872 2.228 -4.624
H 2.932 -2.208 2.042
H 4.002 -4.405 2.186
H 5.018 -5.431 0.181
H 5.034 -4.191 -1.953
H 3.941 -1.998 -2.117
H 4.563 -0.322 1.681
H 4.891 0.953 3.703
H 3.064 2.330 4.640
H 0.855 2.349 3.522
H 0.528 1.089 1.424
C -2.520 0.653 -3.591
O -2.261 0.368 -2.219
C -3.373 0.465 -1.402
C -4.664 0.310 -1.879
C -5.730 0.472 -1.004
Br -7.499 0.248 -1.662
C -5.517 0.767 0.325
C -4.218 0.871 0.832
C -3.137 0.742 -0.049
O -1.808 0.813 0.357
C -4.107 1.090 2.261
N -5.099 1.572 2.959
C -4.708 1.559 4.263
C -5.398 1.936 5.416
C -4.748 1.789 6.622
C -3.443 1.294 6.694
C -2.744 0.906 5.566
C -3.393 1.036 4.350
N -3.024 0.764 3.052
H -3.144 1.544 -3.694
H -3.014 -0.187 -4.086
H -1.562 0.842 -4.069
H -4.862 0.064 -2.908
H -6.340 0.886 1.011
H -1.688 1.587 0.924
H -6.403 2.318 5.350
H -5.250 2.052 7.540
H -2.969 1.209 7.659
H -1.743 0.509 5.636
H -2.192 0.270 2.773
O 0.630 1.815 -0.616
N 0.535 2.938 -1.243
C 1.618 3.731 -1.358
C 1.579 4.897 -2.088
C 0.397 5.280 -2.706
C -0.716 4.468 -2.556
C -0.625 3.308 -1.819
H 2.503 3.389 -0.842
H 2.468 5.500 -2.177
H 0.342 6.187 -3.283
H -1.655 4.737 -3.013
H -1.457 2.634 -1.669
```

Here are the Mulliken charges for atoms 1 to 2, given in e: atom 1 (V): 1.637, atom 2 (C): -1.671